No. 1
The following is a quantum chemistry calculation of a cluster of 2 separate species, C4H7NO2 in total at a distorted geometry, from the OMol25 dataset.

<S²>: 0.755
Energy above the lowest of the compared OMol25 structures with the same formula, charge and spin: 105.9 kJ/mol
HOMO energy (alpha / beta): -15.117 / -15.088 eV
E_tot: -361.4593 Eh

The geometry in ORCA input format:
```
! wB97M-V def2-TZVPD RIJCOSX def2/J DEFGRID3
* xyz 1 2
O 0.191 -1.007 2.214
O 1.593 0.637 1.638
N -1.079 0.156 -0.503
C 0.183 0.183 -1.178
C 0.263 -0.301 -2.413
C -1.407 0.700 0.617
C 1.318 -0.428 2.172
H 2.157 -0.937 2.696
H -2.452 0.747 0.912
H -0.612 0.965 1.315
H -1.786 -0.444 -0.927
H -0.547 -0.802 -2.932
H 1.206 -0.184 -2.940
H 0.972 0.714 -0.671
*
```

Here are the natural (NBO) charges for atoms 1 to 2, given in e: -0.162, -0.585


No. 2
The following is a quantum chemistry calculation of a cluster of 2 separate species, C4H7NO2S in total at a distorted geometry, from the OMol25 dataset.

Energy above the lowest of the compared OMol25 structures with the same formula, charge and spin: 414.9 kJ/mol
HOMO energy: -8.330 eV
E_tot: -759.9185 Eh

The geometry in ORCA input format:
```
! wB97M-V def2-TZVPD RIJCOSX def2/J DEFGRID3
* xyz 0 1
S 5.140 1.089 -0.071
O 4.981 1.026 1.364
O 4.637 -0.060 -0.746
N 0.271 -0.779 0.473
C 1.006 -0.839 -0.723
C -1.095 -0.493 0.512
C -2.137 -1.289 0.069
C 1.062 0.328 0.305
H 1.757 -1.667 -0.650
H -1.300 0.497 0.974
H 1.935 0.434 0.965
H -3.095 -0.820 0.265
H 0.716 1.192 -0.098
H 0.616 -0.644 -1.640
H -2.054 -2.259 -0.219
*
```

Here are the natural (NBO) charges for atoms 1 to 2, given in e: 1.645, -0.823